Record 1
68
Properties=species:S:1:pos:R:3 method="wB97M-V/def2-TZVPD" charge=0 max_force_ev_per_a=2.4 lumo_ev=-1.78 orbital_gap_ev=6.91
C 0.28253 2.69281 2.66737
C 1.81767 2.66123 2.81791
O 2.36552 2.29496 1.55872
C 3.59227 1.59933 1.66991
C 3.47100 0.16418 2.23303
C 2.14298 -0.52872 1.85018
C 1.96335 -1.75446 2.76198
C 0.85792 -2.74032 2.32801
C -0.45440 -2.07752 1.96365
C -0.91154 -1.85777 0.67727
P 0.12084 -2.38647 -0.75208
O -0.58960 -2.44558 -2.04703
C -2.20022 -1.23460 0.45189
O -2.65926 -1.04193 -0.87443
C -3.27225 -2.13060 -1.28337
N -3.54200 -3.15105 -1.75373
C -3.03626 -0.82797 1.43416
P -4.68696 -0.08812 1.12510
N -5.69442 -1.08177 0.43018
C -2.60799 -1.02570 2.79222
N -3.28846 -0.71308 3.87717
S -2.34376 -1.15330 5.12816
N -1.09908 -1.75990 4.32593
C -1.32501 -1.65212 3.01830
H 0.05933 3.18209 1.71051
H -0.17492 3.22220 3.50913
H -0.10759 1.66825 2.63799
H 2.19911 3.65125 3.11689
H 2.06399 1.95193 3.62059
H 4.06799 1.57104 0.68206
H 4.27828 2.16121 2.32874
H 3.46896 0.22194 3.33178
H 4.33705 -0.42807 1.91839
H 2.22104 -0.82216 0.79588
H 1.30708 0.17235 1.91031
H 2.91313 -2.30801 2.71962
H 1.85345 -1.40639 3.79421
H 1.15214 -3.41684 1.52423
H 0.64657 -3.38214 3.19561
H 1.25801 -1.55881 -0.85236
H 0.60300 -3.66767 -0.39541
H -4.52399 1.07096 0.32777
H -5.22459 0.30400 2.36885
H -5.27722 -1.98979 0.25481
C -0.62026 -5.19272 -7.16309
C -1.85775 -5.61383 -6.91912
C -2.57453 -5.22165 -5.67851
O -3.70173 -5.61040 -5.45967
C -1.85849 -4.34088 -4.72274
C -0.61939 -3.92003 -4.96911
C 0.09536 -4.31195 -6.20661
O 1.22495 -3.92853 -6.43360
H -0.08031 -5.46785 -8.06053
H -2.39717 -6.25609 -7.60400
H -2.39558 -4.06373 -3.82313
H -0.08326 -3.27804 -4.28171
C 0.15008 6.61641 -0.29612
C 0.90887 7.70192 -0.42162
C 2.39018 7.60844 -0.43301
O 3.08147 8.59750 -0.54500
C 2.99084 6.25849 -0.30074
C 2.23181 5.17221 -0.17541
C 0.75264 5.26766 -0.16440
O 0.06083 4.27690 -0.05107
H -0.93155 6.66317 -0.28482
H 0.48884 8.69481 -0.51994
H 4.07240 6.21139 -0.31157
H 2.64800 4.17794 -0.07459



Record 2
60
Properties=species:S:1:pos:R:3 method="wB97M-V/def2-TZVPD" charge=0 max_force_ev_per_a=1.8 lumo_ev=-0.03 orbital_gap_ev=8.05 relative_energy_ev=0.000
C -0.98825 -1.91682 2.64139
C -0.98741 -2.14619 1.23855
C 0.35354 -2.22279 0.79928
H -1.86897 -2.37918 0.64318
C 1.22579 -2.02882 1.90341
C 0.40034 -1.96959 3.08367
H 0.73587 -2.17130 4.09734
H -1.84084 -1.96464 3.31792
H 0.68273 -2.44038 -0.21535
H 2.30701 -2.17015 1.92938
Al 0.18955 -0.00700 2.46893
Cl 1.31296 1.25016 1.23596
P 0.07187 0.29330 -1.70647
C 1.17043 -0.75983 -2.75003
C 0.75129 -1.43583 -3.90901
H -0.28827 -1.37451 -4.23601
C 1.67327 -2.16702 -4.66443
H 1.33462 -2.67628 -5.57131
C 3.01158 -2.22797 -4.26057
H 3.72860 -2.79798 -4.85244
C 3.43787 -1.55821 -3.10328
H 4.48656 -1.59172 -2.79571
C 2.52117 -0.83260 -2.34223
H 2.83704 -0.29457 -1.44445
C -1.53594 -0.11120 -2.51354
C -2.15439 -1.31141 -2.09973
H -1.63490 -1.97255 -1.40328
C -3.40255 -1.66786 -2.60576
H -3.88381 -2.58484 -2.25205
C -4.01727 -0.85695 -3.57264
H -4.98867 -1.14212 -3.97768
C -3.38797 0.30807 -4.02577
H -3.84422 0.92636 -4.80372
C -2.15533 0.69165 -3.48650
H -1.66418 1.59866 -3.84308
C 0.41111 1.91522 -2.51020
C 1.09578 2.06750 -3.72811
H 1.49717 1.19506 -4.24682
C 1.23986 3.33851 -4.29382
H 1.75803 3.44055 -5.25187
C 0.71508 4.45720 -3.63651
H 0.82442 5.44619 -4.08287
C 0.05069 4.31612 -2.40818
H -0.36721 5.18771 -1.89655
C -0.08749 3.05207 -1.83655
H -0.58853 2.92253 -0.87480
C 1.74168 0.35619 6.54181
Si 0.03032 0.43671 5.74746
C -0.99183 -1.02296 6.33467
C -0.78904 2.02260 6.29311
O 0.12877 0.47082 4.12413
H 1.62663 0.43830 7.63421
H 2.38663 1.18207 6.20456
H 2.25714 -0.58930 6.32266
H -1.14750 -0.95328 7.42019
H -1.97726 -1.02019 5.85716
H -0.51795 -1.98764 6.12911
H -0.25866 2.90564 5.91528
H -1.82234 2.06546 5.92831
H -0.80462 2.06905 7.38961



Record 3
65
Properties=species:S:1:pos:R:3 method="wB97M-V/def2-TZVPD" spin_multiplicity=6 charge=0 max_force_ev_per_a=1.5 lumo_ev="0.00 / 0.00" orbital_gap_ev="7.58 / 7.58"
Dy -0.08316 0.59812 -0.29890
C 4.35289 1.42236 0.05529
C 2.95081 1.27343 0.58715
O 2.12221 0.66696 -0.20259
C 2.63401 1.78263 1.82539
C 1.36224 1.67355 2.47276
C 1.23555 2.10968 3.90146
N 0.34505 1.17758 1.83358
N -0.87476 1.03549 2.51634
C -1.59301 0.08926 1.99144
O -1.22078 -0.66242 0.97440
C -2.95534 -0.15244 2.54290
C -3.42711 0.54784 3.65084
C -4.70306 0.30574 4.13116
C -5.51894 -0.63439 3.51051
C -5.05207 -1.33229 2.40707
C -3.77142 -1.09291 1.92565
H 4.52542 0.69085 -0.73219
H 5.09764 1.29763 0.84066
H 4.48180 2.41881 -0.37471
H 3.43200 2.24924 2.38721
H 2.00027 2.84804 4.13695
H 1.37855 1.25107 4.56189
H 0.24382 2.50694 4.10090
H -2.78540 1.27934 4.12292
H -5.06421 0.85152 4.99364
H -6.51643 -0.81971 3.88916
H -5.68351 -2.06440 1.91972
H -3.39100 -1.62943 1.06761
C -1.18971 4.70456 -2.68241
Si -1.17215 3.82428 -1.03727
C -2.26422 4.73310 0.16238
C 0.57615 3.86000 -0.38050
N -1.54518 2.14519 -1.20071
C -2.72326 1.65580 -1.75101
C -3.84991 2.41983 -2.10026
C -4.98309 1.85480 -2.67014
C -5.05337 0.49357 -2.92936
C -3.96169 -0.30391 -2.60490
C -2.86598 0.29533 -2.03932
F -1.78717 -0.50908 -1.73414
H -1.02968 5.77790 -2.54074
H -2.13128 4.57584 -3.22151
H -0.38292 4.33012 -3.32030
H -1.79989 5.68493 0.43912
H -2.39563 4.14095 1.07259
H -3.25458 4.95307 -0.24307
H 1.04334 4.83197 -0.56290
H 1.22309 3.12282 -0.87185
H 0.62011 3.67950 0.69568
H -3.83363 3.48472 -1.90184
H -5.82413 2.49344 -2.90858
H -5.93792 0.05551 -3.37047
H -3.95158 -1.37214 -2.77915
Br 2.97634 0.13811 -6.75902
C 2.09298 0.10368 -5.10102
C 1.03781 0.96290 -4.86183
C 0.41453 0.89053 -3.62787
N 0.80185 0.05322 -2.66070
C 1.83856 -0.75096 -2.90757
C 2.50811 -0.77713 -4.11648
H 0.70032 1.66885 -5.60646
H -0.42063 1.54037 -3.39059
H 2.16306 -1.38733 -2.09373
H 3.33627 -1.45208 -4.27505



Record 4
82
Properties=species:S:1:pos:R:3 method="wB97M-V/def2-TZVPD" charge=-1 max_force_ev_per_a=2.9 lumo_ev=1.27 orbital_gap_ev=5.33
Rb 0.37860 -0.90580 0.01770
F 5.28920 5.02880 1.04650
C 4.55020 4.60090 -0.01620
F 5.20660 5.11810 -1.09260
F 3.41070 5.28350 0.06240
C 4.48560 3.11250 -0.06720
C 5.71100 2.47520 0.04100
C 5.76960 1.09100 0.01880
C 4.56250 0.40740 -0.08700
N 3.39270 0.98950 -0.19900
C 3.30500 2.33270 -0.21360
S 1.77190 2.99170 -0.44750
H 6.61010 3.07060 0.14200
H 6.70970 0.56640 0.09180
H 4.54950 -0.67700 -0.09300
C -2.03910 3.60670 -2.46020
N -1.63050 4.07970 -1.16730
C -0.67180 5.02520 -0.92260
C -0.48210 5.08100 0.41460
N -1.33410 4.17880 0.98930
C -1.36370 3.80910 2.37620
C -2.02870 3.56640 0.01260
Se -3.38410 2.37700 0.25980
H -1.31970 3.93970 -3.20510
H -3.03340 3.97510 -2.71810
H -2.06920 2.51670 -2.45250
H -0.18100 5.56680 -1.70390
H 0.22050 5.65670 0.98090
H -0.92500 4.60380 2.97510
H -0.78850 2.89080 2.53380
H -2.39620 3.64330 2.68940
F 2.28430 -1.76830 -1.34890
C 2.52820 -3.07360 -1.18760
F 3.86190 -3.22170 -1.28570
F 2.00420 -3.67560 -2.26600
C 1.85740 -3.63880 0.13160
O 0.57500 -3.50610 0.11820
C 2.50150 -2.91680 1.39320
F 1.97690 -3.41850 2.52340
F 2.21690 -1.60790 1.41060
F 3.83550 -3.00600 1.51960
C 2.33740 -5.14260 0.21850
F 1.84120 -5.76250 1.29470
F 3.67260 -5.30410 0.28230
F 1.93330 -5.85850 -0.83800
C -4.12440 -4.39030 -0.36330
N -4.26300 -3.02380 0.08570
C -5.60510 -2.48950 0.12910
C -3.24750 -2.20220 -0.04150
N -2.35380 -1.48200 -0.04900
H -4.72350 -5.03280 0.28670
H -3.07970 -4.68770 -0.30480
H -4.47040 -4.51070 -1.39700
H -6.20160 -3.10090 0.81160
H -6.07710 -2.50030 -0.86000
H -5.58380 -1.46180 0.48730
C -2.83760 -2.60730 3.37400
N -1.68260 -1.74990 3.29770
C -1.71440 -0.40230 3.30950
N -2.91410 0.22240 3.20520
S -0.32970 0.45670 3.61200
H -2.50630 -3.64110 3.36630
H -3.50000 -2.45650 2.52120
H -3.40400 -2.41860 4.29190
H -0.77800 -2.15860 3.47920
H -3.63750 -0.21870 2.66070
H -2.85690 1.22140 3.06860
N -0.23650 -1.21060 -7.74950
C -0.02140 -0.04410 -7.09360
S -0.00480 1.37060 -7.95060
C 0.11370 -0.08310 -5.64460
C 0.59350 1.02650 -4.93960
C 0.63700 0.97780 -3.55720
N 0.25760 -0.07750 -2.84950
C -0.16830 -1.14380 -3.50980
C -0.26710 -1.19980 -4.88730
H -0.27460 -1.18040 -8.75410
H -0.03690 -2.08800 -7.30000
H 0.91000 1.90700 -5.47980
H 0.98010 1.82460 -2.97740
H -0.45830 -1.99660 -2.90590
H -0.67860 -2.08540 -5.34800



Record 5
73
Properties=species:S:1:pos:R:3 method="wB97M-V/def2-TZVPD" charge=-1 max_force_ev_per_a=0.9 lumo_ev=2.53 orbital_gap_ev=7.56 relative_energy_ev=0.444
Zn -0.63135 0.14705 -0.36484
N -0.29981 5.04630 0.18970
C -1.02090 3.76893 -0.12788
C -2.46237 4.04777 -0.54507
P -0.92975 2.76969 1.42851
O -2.29567 3.00892 2.23352
O 0.12176 3.51358 2.33633
O -0.64532 1.30962 1.32006
P -0.12014 2.91932 -1.52698
O 1.33907 2.77689 -0.85046
O -0.08921 3.86937 -2.65470
O -0.73927 1.53520 -1.71280
H 0.21096 4.44593 2.01930
H -0.69514 5.78583 -0.37460
H 0.66519 4.96374 -0.11492
H -3.05102 4.45970 0.27592
H -2.94030 3.14064 -0.91577
H -2.44608 4.76450 -1.36973
H -3.01476 2.44117 1.88359
H 1.53530 1.83332 -0.56700
C -1.71147 -3.35024 -3.69685
C -2.32223 -2.94517 -2.34644
C -3.79527 -3.38640 -2.33092
C -1.54773 -3.53109 -1.16728
C -1.21702 -4.88135 -1.22843
C -0.54416 -5.50104 -0.19167
C -0.19757 -4.76025 0.92321
C -0.52318 -3.40839 1.05780
C -0.07318 -2.78635 2.38713
C 1.23812 -2.00652 2.22788
C -1.10424 -1.94228 3.15070
C -1.21398 -2.77700 -0.00743
N -1.71456 -1.43140 0.10157
C -3.03161 -1.36969 0.52141
C -3.74778 -2.46452 1.07569
C -5.06768 -2.37123 1.49301
C -5.78096 -1.18554 1.38782
C -5.12414 -0.08512 0.85332
C -3.81319 -0.19872 0.45769
F -3.25190 0.92063 -0.08682
H -2.24022 -2.84010 -4.50841
H -1.80516 -4.42753 -3.86621
H -0.65861 -3.08563 -3.75953
H -2.29012 -1.86322 -2.26763
H -3.86332 -4.47344 -2.45196
H -4.33956 -2.91684 -3.15794
H -4.28926 -3.11446 -1.39903
H -1.49878 -5.46111 -2.10351
H -0.30342 -6.55832 -0.24587
H 0.32562 -5.24874 1.74146
H 0.14830 -3.64380 3.02398
H 1.08162 -1.09027 1.66476
H 1.99207 -2.60238 1.70344
H 1.63596 -1.73006 3.21198
H -1.21987 -0.95663 2.70518
H -0.75753 -1.80451 4.18076
H -2.08140 -2.42775 3.18483
H -3.23690 -3.41274 1.17918
H -5.54620 -3.25107 1.90982
H -6.81560 -1.11529 1.70041
H -5.62660 0.86832 0.72553
F 5.01887 -1.51544 -4.10781
C 4.12984 -1.13580 -3.18250
C 4.55015 -0.59607 -1.98586
F 5.85717 -0.45696 -1.75431
C 3.63377 -0.20324 -1.03299
F 4.08082 0.32261 0.11016
C 2.25271 -0.33872 -1.21843
O 1.38308 0.03156 -0.30852
C 1.87545 -0.88923 -2.44661
F 0.56664 -1.02793 -2.68043
C 2.77849 -1.27956 -3.40838
F 2.35426 -1.79664 -4.56270



Record 6
68
Properties=species:S:1:pos:R:3 method="wB97M-V/def2-TZVPD" spin_multiplicity=5 charge=-2 max_force_ev_per_a=3.4 lumo_ev="4.01 / 4.01" orbital_gap_ev="2.72 / 4.89" relative_energy_ev=3.047
Fe 0.59317 1.13260 -0.05263
N 0.51084 1.55534 2.23305
C -0.86115 1.80859 2.69857
C -1.26296 3.23845 2.38317
C -1.29589 3.56762 0.86391
O -1.74765 4.67762 0.54998
O -0.84535 2.67455 0.09159
H 0.84612 0.65998 2.56223
H 1.12840 2.27850 2.58749
H -0.96198 1.62530 3.77605
H -1.52183 1.11309 2.17822
H -0.55934 3.94211 2.84622
H -2.25248 3.45869 2.78353
S 1.40390 1.24944 -2.31281
C 1.24940 2.83277 -1.64598
C 0.63741 3.91567 -2.27402
C 0.68011 5.14717 -1.66490
C 1.34018 5.27331 -0.43696
C 1.92564 4.17709 0.12887
N 1.90514 2.96314 -0.45785
H 0.10574 3.75180 -3.19920
H 0.19558 5.99915 -2.12070
H 1.36346 6.22037 0.08299
H 2.42903 4.23167 1.08468
C 3.61616 1.55735 1.45839
Si 2.94609 1.28601 -0.32763
C 4.35861 2.13528 -1.35786
C 3.60561 -0.54659 -0.64847
C 3.46065 -1.20672 -1.87377
C 4.02759 -2.45074 -2.11907
C 4.77054 -3.08865 -1.13604
C 4.92879 -2.46298 0.09160
C 4.35549 -1.21882 0.32254
H 4.70014 1.41354 1.42450
H 3.20385 0.84400 2.17472
H 3.43823 2.56417 1.84220
H 5.30771 1.61271 -1.21125
H 4.49739 3.18042 -1.05843
H 4.12634 2.12335 -2.42421
H 2.88768 -0.73953 -2.66317
H 3.89544 -2.92434 -3.08588
H 5.21390 -4.06045 -1.32021
H 5.49961 -2.95234 0.87405
H 4.49007 -0.76867 1.29822
C 0.84653 -3.21297 0.05710
C 0.98477 -1.86158 0.54333
N 1.06523 -0.75786 0.84186
H 0.45092 -3.85742 0.83980
H 1.81460 -3.57653 -0.29496
H 0.13621 -3.19110 -0.77168
S -3.74733 -3.72200 2.90577
C -3.39543 -2.78213 1.54602
S -1.95623 -1.77106 1.51210
C -2.35893 -1.22508 -0.15561
N -3.45859 -1.74446 -0.56979
N -4.07183 -2.60958 0.32333
C -5.26332 -3.15092 -0.14472
C -5.97044 -4.19562 0.48866
C -7.14258 -4.68381 -0.05907
C -7.66921 -4.17758 -1.24490
C -6.97541 -3.14832 -1.87959
C -5.80468 -2.64266 -1.35465
S -1.33620 -0.22183 -1.06968
H -5.59748 -4.61686 1.40476
H -7.66025 -5.48757 0.45527
H -8.58767 -4.57635 -1.66216
H -7.36297 -2.73008 -2.80332
H -5.27507 -1.84760 -1.85362



Record 7
60
Properties=species:S:1:pos:R:3 method="wB97M-V/def2-TZVPD" charge=0 max_force_ev_per_a=3.9 lumo_ev=-1.59 orbital_gap_ev=6.30 relative_energy_ev=4.344
O 3.76442 1.70601 2.80274
C 4.08316 0.55069 3.15841
O 4.23724 -0.01896 4.25983
C 4.21519 -0.45127 1.97513
C 5.19686 -1.61070 2.22215
C 4.31822 -2.78054 2.50889
C 2.96601 -2.42019 2.36893
C 1.94689 -3.34485 2.62855
C 2.31192 -4.65512 2.96658
C 3.66181 -5.02418 3.05900
C 4.66832 -4.07793 2.85609
N 2.90192 -1.07411 1.99049
C 1.83383 -0.30407 1.70086
C 0.51542 -0.69665 1.93043
C -0.59198 -0.44549 1.12659
C -1.84875 -1.08116 1.41403
C -2.88858 -1.16045 0.44892
C -4.00722 -1.96362 0.66619
C -4.17651 -2.63677 1.88815
C -3.21308 -2.49387 2.89707
C -2.08441 -1.70985 2.67381
H 4.39232 0.07079 1.03092
H 5.79070 -1.76854 1.31026
H 5.87134 -1.41191 3.06410
H 0.90400 -3.05186 2.56894
H 1.53738 -5.39206 3.15871
H 3.92625 -6.05518 3.29919
H 5.72579 -4.31870 2.96233
H 2.07988 0.69595 1.31710
H 0.39628 -1.22386 2.88730
H -0.48357 0.13727 0.21257
H -2.77979 -0.59789 -0.48347
H -4.75951 -2.08473 -0.12019
H -5.04653 -3.26713 2.06055
H -3.33065 -2.99177 3.86287
H -1.36645 -1.57598 3.48057
C -2.77196 3.92200 -1.64421
C -1.89971 4.10537 -2.86589
C -2.70059 4.74089 -3.98974
C -0.70150 5.00496 -2.59687
N -1.45808 2.77851 -3.29752
C -1.54958 1.64599 -2.57908
N -1.23918 0.66031 -3.47072
C -1.49477 -0.74408 -3.31050
C -0.82633 1.19756 -4.68985
C -0.95194 2.53532 -4.57215
H -2.26966 3.32926 -0.87258
H -3.03127 4.91713 -1.26523
H -3.68992 3.39610 -1.93697
H -2.10083 4.87029 -4.89502
H -3.58043 4.13317 -4.22270
H -3.02809 5.72750 -3.64127
H -0.13352 5.18671 -3.51666
H -1.08594 5.96815 -2.23414
H -0.03324 4.58208 -1.83916
H -2.12123 -0.90871 -2.42703
H -2.02705 -1.08079 -4.21180
H -0.57512 -1.33776 -3.21236
H -0.57706 0.59904 -5.55034
H -0.82114 3.29963 -5.31280